Entry 1:
# C26H46O2P2Sn

A structure of composition C26H46O2P2Sn in a non-equilibrium geometry (ωB97M-V/def2-TZVPD, the Open Molecules 2025 dataset).

Each line ends with the Löwdin charge.
Atoms and positions in Å:
1 Sn 0.3091 -0.2776 1.1195  1.04
2 C 1.9305 1.6934 3.4625  -0.19
3 C 0.8256 2.5561 3.1994  -0.19
4 C 0.1201 0.9293 4.6732  -0.13
5 C 1.4820 0.6722 4.3519  -0.16
6 C -0.2936 2.0865 3.9501  -0.15
7 C 3.3049 1.8281 2.9314  0.00
8 H 3.3375 2.4950 2.0614  0.08
9 H 3.7274 0.8551 2.6404  0.09
10 H 3.9656 2.2579 3.7011  0.12
11 C 2.2809 -0.4541 4.8770  0.01
12 H 3.2105 -0.5865 4.3103  0.09
13 H 1.7204 -1.4026 4.8518  0.10
14 H 2.5505 -0.2616 5.9298  0.12
15 C -0.7113 0.0869 5.5566  0.01
16 H -0.1735 -0.1233 6.4904  0.11
17 H -0.9445 -0.8802 5.0811  0.09
18 H -1.6515 0.5935 5.7997  0.09
19 C -1.6533 2.6638 3.9527  0.00
20 H -1.8245 3.3136 4.8255  0.12
21 H -2.4087 1.8653 3.9808  0.09
22 H -1.8233 3.2662 3.0519  0.08
23 C 0.8265 3.7204 2.2817  0.00
24 H 0.9936 4.6642 2.8280  0.12
25 H -0.1364 3.8063 1.7558  0.09
26 H 1.6200 3.6220 1.5275  0.08
27 C 0.7615 -1.2432 -4.5084  -0.14
28 C 1.5244 -0.1390 -4.3740  -0.16
29 C 1.3200 1.1352 -5.1235  -0.17
30 C -0.1647 1.5827 -5.2981  -0.17
31 C -1.0716 1.2864 -4.1481  -0.13
32 C -1.9154 0.2360 -4.1018  -0.15
33 C -1.8164 -0.9795 -4.9808  -0.17
34 C -0.3870 -1.4099 -5.4523  -0.16
35 H 1.7596 1.0329 -6.1330  0.13
36 H -0.5390 1.1433 -6.2358  0.12
37 H 1.8835 1.9386 -4.6183  0.11
38 H -0.1796 -0.9322 -6.4217  0.12
39 H 1.0943 -2.1690 -4.0186  0.10
40 H 2.4474 -0.1895 -3.7832  0.10
41 H -0.4646 -2.4968 -5.6415  0.12
42 H -2.2771 -1.8219 -4.4350  0.11
43 H -2.7976 0.2621 -3.4428  0.11
44 H -2.4204 -0.8476 -5.8969  0.13
45 H -0.1403 2.6781 -5.4341  0.12
46 H -1.1539 2.0791 -3.3979  0.11
47 P 1.0395 -0.7745 -1.2264  0.76
48 P -2.1056 -0.4927 0.3065  0.74
49 C -0.5144 -1.3951 -1.9483  -0.38
50 C -1.7974 -1.6074 -1.1141  -0.35
51 H -0.2790 -2.3474 -2.4469  0.10
52 H -0.6904 -0.6597 -2.7439  0.02
53 H -2.6737 -1.4942 -1.7738  0.09
54 H -1.7718 -2.6353 -0.7134  0.10
55 C -3.2414 -1.2872 1.4404  -0.21
56 H -3.7464 -0.5149 2.0397  0.07
57 H -2.7103 -1.9728 2.1233  0.05
58 H -3.9844 -1.8467 0.8540  0.07
59 C -2.7092 1.1240 -0.2153  -0.23
60 H -3.6040 0.9662 -0.8371  0.07
61 H -1.9486 1.6792 -0.7894  0.05
62 H -2.9756 1.7001 0.6891  0.06
63 C 2.4061 -1.8673 -1.6145  -0.21
64 H 3.2923 -1.5201 -1.0627  0.07
65 H 2.6093 -1.8593 -2.6954  0.04
66 H 2.1431 -2.8846 -1.2887  0.07
67 C 1.3141 0.9912 -1.6068  -0.26
68 H 0.7334 1.6598 -0.9657  0.02
69 H 1.0458 1.2157 -2.6454  0.01
70 H 2.3800 1.2110 -1.4546  0.08
71 C 0.3091 -4.2762 2.7670  0.02
72 C 0.1387 -2.8491 2.3318  -0.68
73 O -0.4074 -1.9753 3.0687  -0.12
74 O 0.5981 -2.5521 1.1478  -0.22
75 H -0.4796 -4.5704 3.4571  0.09
76 H 1.2741 -4.3676 3.2732  0.10
77 H 0.3082 -4.9329 1.8981  0.09

Its net charge is +2. For the HOMO-LUMO gap (spin up / spin down), the calculation gives 5.638 / 5.593 eV. The calculation puts the molecular weight at 571.31 g mol⁻¹. The calculation puts the LUMO energy (spin up / spin down) at -7.79 / -7.86 eV. The value obtained for the calculated total energy is -56196.5708 eV.

Entry 2:
# C10H14NOP

A structure of composition C10H14NOP in a non-equilibrium geometry (ωB97M-V/def2-TZVPD, the Open Molecules 2025 dataset).

Each line ends with the Löwdin charge.
Atoms and positions in Å:
1 C -3.4667 0.8344 0.0376  -0.06
2 C -2.7823 1.1652 -1.1433  -0.08
3 C -2.8996 0.0168 0.9867  -0.04
4 C -1.5264 0.6962 -1.4253  -0.07
5 C -1.7282 -0.5770 0.6447  -0.23
6 C -1.0715 -0.2066 -0.4946  -0.22
7 C -0.8299 -1.3869 1.5593  -0.21
8 C 2.1265 1.5986 -0.8887  -0.17
9 C 3.1665 -0.3265 0.3621  -0.23
10 C 2.1019 0.6524 0.2347  -0.36
11 N 0.1423 -2.0381 0.7453  -0.16
12 O 1.1282 -1.8265 -1.7723  -0.35
13 P 0.5847 -1.0967 -0.6076  0.80
14 H -4.5222 1.1429 0.2172  0.12
15 H -3.1796 1.9091 -1.8460  0.11
16 H -3.3562 -0.3681 1.8161  0.09
17 H -0.9652 1.0179 -2.2285  0.09
18 H -0.4171 -0.7723 2.2591  0.08
19 H -1.3905 -2.2227 2.0906  0.15
20 H 2.8031 2.5598 -0.8347  0.11
21 H 2.3326 0.9400 -1.7964  0.10
22 H 1.1777 2.0476 -1.1172  0.04
23 H 4.1162 0.1741 0.5987  0.07
24 H 3.4299 -0.7765 -0.6746  0.10
25 H 2.8532 -1.1429 1.0653  0.07
26 H 1.6527 0.9580 1.2856  0.14
27 H 0.5200 -2.9720 0.9259  0.11

Its net charge is 0. For the HOMO-LUMO gap, the calculation gives 8.584 eV. The energy above the lowest of the compared OMol25 structures with the same formula, charge and spin is 68.9 kcal per mole. The calculation puts the molecular weight at 195.20 g mol⁻¹. The calculation puts the LUMO energy at 0.77 eV. The value obtained for the calculated total energy is -23421.9938 eV.

Entry 3:
# C24H22N4O6

A cluster of 3 separate species, C24H22N4O6 in total in a non-equilibrium geometry (ωB97M-V/def2-TZVPD, the Open Molecules 2025 dataset).

Each line ends with the Löwdin charge.
Atoms and positions in Å:
1 C -1.6301 -0.6329 0.6657  0.01
2 C -0.8388 -1.6025 1.6972  -0.39
3 O -1.3115 -2.0238 2.7800  0.05
4 O 0.4614 -2.0154 1.2835  -0.12
5 C 1.5141 -1.3882 2.0770  -0.16
6 C 2.9150 -1.8092 1.3550  -0.13
7 C 2.8519 -1.5032 -0.2369  -0.10
8 C 3.4248 -0.1363 -0.6811  -0.02
9 C 3.3762 0.2318 -2.2278  -0.05
10 C 2.7613 -0.7750 -3.2169  0.00
11 C 2.1528 -2.1746 -2.7789  -0.18
12 N 1.5889 -2.9859 -3.8239  0.06
13 C 1.0863 -4.1871 -3.2411  -0.09
14 C 1.1653 -4.6008 -1.7449  -0.08
15 N 1.7415 -3.7698 -0.7409  0.07
16 C 2.2216 -2.5240 -1.2738  -0.13
17 H -2.6999 -1.0323 0.5153  0.09
18 H -1.5928 0.4244 1.0985  0.09
19 H -1.0776 -0.6334 -0.3433  0.09
20 H 1.4561 -1.8049 3.1417  0.13
21 H 1.4124 -0.2499 2.0229  0.14
22 H 3.7265 -1.1635 1.8378  0.11
23 H 3.1926 -2.9022 1.5782  0.12
24 H 3.8806 0.5739 0.0999  0.10
25 H 3.8163 1.2462 -2.5897  0.07
26 H 2.7595 -0.4857 -4.3337  0.10
27 H 0.5739 -4.9318 -3.9602  0.11
28 H 0.7229 -5.6047 -1.4029  0.11
29 O -8.9598 -1.4538 4.9283  0.07
30 N -8.0628 -1.1010 4.1743  -0.35
31 O -8.1928 -0.2705 3.2853  0.07
32 C -6.7452 -1.7185 4.3446  -0.15
33 C -6.5648 -2.6963 5.3217  -0.01
34 C -5.3179 -3.2969 5.4637  -0.07
35 C -4.2630 -2.9178 4.6381  -0.06
36 C -4.4465 -1.9337 3.6713  -0.06
37 C -5.6907 -1.3294 3.5200  0.00
38 H -7.3782 -3.0008 5.9712  0.12
39 H -5.1684 -4.0638 6.2168  0.11
40 H -3.2924 -3.3926 4.7479  0.11
41 H -3.6195 -1.6409 3.0334  0.08
42 H -5.8215 -0.5660 2.7607  0.12
43 O 5.2625 3.7117 -4.8359  0.09
44 N 4.1528 3.6117 -4.3332  -0.33
45 O 3.5328 2.5603 -4.2259  0.03
46 C 3.5189 4.8319 -3.8291  -0.14
47 C 4.1746 6.0547 -3.9653  0.00
48 C 3.5580 7.2140 -3.5065  -0.07
49 C 2.3002 7.1471 -2.9140  -0.07
50 C 1.6551 5.9218 -2.7715  -0.07
51 C 2.2626 4.7574 -3.2298  0.00
52 H 5.1546 6.1205 -4.4252  0.12
53 H 4.0568 8.1717 -3.6136  0.11
54 H 1.8195 8.0552 -2.5620  0.11
55 H 0.6760 5.8755 -2.3062  0.11
56 H 1.7478 3.8093 -3.1157  0.12

Its net charge is 0. For the HOMO-LUMO gap, the calculation gives 7.590 eV. The energy above the lowest of the compared OMol25 structures with the same formula, charge and spin is 269.8 kcal per mole. Its SMILES is CC(=O)OCCc1cccc2nccnc12.O=[N+]([O-])c1ccccc1.O=[N+]([O-])c1ccccc1. The calculation puts the molecular weight at 462.46 g mol⁻¹. The calculation puts the LUMO energy at -0.89 eV. The value obtained for the calculated total energy is -43478.5789 eV.

Entry 4:
# C10H15NO3S

A structure of composition C10H15NO3S in a non-equilibrium geometry (ωB97M-V/def2-TZVPD, the Open Molecules 2025 dataset).

Each line ends with the Löwdin charge.
Atoms and positions in Å:
1 C 2.4582 -0.4733 1.3178  -0.16
2 C 2.8516 0.5158 0.4870  -0.26
3 C 0.9121 -0.3914 -1.5553  -0.55
4 C 1.8003 1.1073 -0.5312  -0.26
5 C 0.5538 0.2610 -0.3187  -0.24
6 C 4.2481 1.0382 0.3903  -0.05
7 C -2.3759 -1.3377 -0.9602  -0.06
8 C -3.8844 -0.3000 0.6169  -0.05
9 C -1.8607 0.8394 0.1179  -0.17
10 C -2.3937 -0.5303 0.3411  -0.43
11 N 1.8949 0.5543 -1.8684  0.13
12 O 0.4702 -1.2238 -2.2548  0.11
13 O 0.2380 -2.0186 1.1670  -0.50
14 O -1.7099 1.7021 1.0535  0.09
15 S 0.6522 -0.6298 1.2925  0.92
16 H 3.0831 -0.8931 2.0525  0.07
17 H 1.7984 2.1736 -0.5760  0.13
18 H 4.5581 1.3661 -0.5971  0.08
19 H 4.9945 0.2832 0.6901  0.09
20 H 4.4090 1.7806 1.0556  0.04
21 H -2.6909 -2.4712 -0.7638  0.14
22 H -3.1070 -1.0021 -1.7209  0.08
23 H -1.2978 -1.3688 -1.3499  0.07
24 H -3.9969 0.4821 1.3668  0.08
25 H -4.4045 -1.1526 0.9860  0.08
26 H -4.2635 0.0245 -0.3513  0.09
27 H -2.0394 1.2927 -0.9475  0.19
28 H -1.9161 -1.0007 1.1077  0.07
29 H 2.7954 0.2255 -2.1124  0.12
30 H -1.7774 1.1470 1.8649  0.14

Its net charge is 0. For the HOMO-LUMO gap (spin up / spin down), the calculation gives 8.072 / 8.073 eV. The energy above the lowest of the compared OMol25 structures with the same formula, charge and spin is 122.5 kcal per mole. The calculation puts the molecular weight at 229.30 g mol⁻¹. The calculation puts the LUMO energy (spin up / spin down) at 0.05 / 0.05 eV. The value obtained for the calculated total energy is -29075.4714 eV.

Among the records above, which one has the highest molecular weight? C26H46O2P2Sn

The lowest molecular weight belongs to which entry? C10H14NOP

Among the records above, which one has the highest net charge? C26H46O2P2Sn